(1)
{"formula": "C46H32AsClIN5O3PPtS2", "method": "the ωB97M-V functional and the def2-TZVPD basis", "lumo_ev": 2.068, "total_charge": -1, "relative_energy_ev": 0.3168, "symbols": ["Pt", "Cl", "C", "C", "C", "I", "C", "O", "C", "N", "C", "C", "C", "C", "H", "H", "H", "H", "N", "C", "C", "C", "N", "C", "N", "C", "C", "As", "C", "C", "C", "C", "C", "C", "C", "C", "C", "C", "C", "C", "P", "C", "C", "C", "C", "C", "C", "C", "C", "C", "C", "C", "C", "H", "H", "H", "H", "H", "H", "H", "H", "H", "H", "H", "H", "H", "H", "H", "H", "H", "H", "H", "H", "H", "H", "H", "H", "O", "S", "O", "N", "C", "S", "C", "C", "C", "C", "C", "C", "H", "H", "H", "H"], "coordinates": [[-0.60, -0.50, -1.97], [-6.83, -3.41, 0.56], [-5.54, -2.41, -0.06], [-5.78, -1.11, -0.36], [-4.76, -0.27, -0.83], [-5.24, 1.68, -1.39], [-3.45, -0.71, -0.99], [-2.51, 0.09, -1.38], [-3.22, -2.12, -0.71], [-1.98, -2.57, -0.96], [-1.71, -3.84, -0.83], [-2.67, -4.78, -0.39], [-3.93, -4.33, -0.09], [-4.25, -2.97, -0.26], [-6.78, -0.71, -0.23], [-0.71, -4.16, -1.08], [-2.41, -5.82, -0.32], [-4.69, -5.02, 0.24], [-1.54, -1.36, -3.68], [-1.23, -2.31, -4.27], [-0.88, -3.44, -4.99], [0.05, -3.32, -6.05], [0.80, -3.20, -6.92], [-1.35, -4.71, -4.56], [-1.72, -5.74, -4.20], [-0.90, 1.50, 0.77], [-1.59, 2.71, 0.17], [-2.52, 3.80, 1.54], [-2.97, 2.36, 2.79], [-2.08, 1.84, 3.73], [-2.43, 0.73, 4.49], [-3.67, 0.13, 4.33], [-4.57, 0.65, 3.40], [-4.22, 1.76, 2.64], [-0.94, 4.49, 2.47], [-1.13, 5.05, 3.73], [-0.06, 5.60, 4.43], [1.21, 5.61, 3.88], [1.41, 5.06, 2.62], [0.34, 4.50, 1.92], [0.30, 0.53, -0.21], [0.88, -0.54, 1.14], [0.70, -1.91, 1.04], [1.04, -2.75, 2.09], [1.57, -2.21, 3.26], [1.75, -0.84, 3.37], [1.40, -0.01, 2.32], [1.59, 1.74, -0.62], [1.28, 2.65, -1.64], [2.19, 3.64, -1.98], [3.41, 3.72, -1.33], [3.73, 2.80, -0.35], [2.82, 1.82, 0.01], [-1.63, 0.77, 1.12], [-0.32, 1.80, 1.65], [-2.31, 2.41, -0.58], [-0.89, 3.40, -0.30], [-1.10, 2.28, 3.86], [-1.72, 0.33, 5.21], [-3.93, -0.74, 4.91], [-5.53, 0.18, 3.26], [-4.93, 2.15, 1.92], [-2.11, 5.05, 4.18], [-0.23, 6.03, 5.42], [2.04, 6.03, 4.42], [2.39, 5.06, 2.17], [0.53, 4.08, 0.94], [0.31, -2.32, 0.12], [0.91, -3.82, 1.99], [1.86, -2.86, 4.07], [2.18, -0.42, 4.27], [1.53, 1.07, 2.43], [0.35, 2.56, -2.18], [1.94, 4.34, -2.77], [4.12, 4.49, -1.62], [4.70, 2.83, 0.14], [3.10, 1.09, 0.76], [4.53, -2.86, -0.03], [4.56, -1.67, -0.82], [5.36, -0.57, -0.36], [3.02, -1.14, -1.13], [2.74, -1.22, -2.40], [1.30, -0.81, -3.18], [3.84, -1.78, -3.27], [3.82, -2.07, -4.62], [4.97, -2.62, -5.18], [6.10, -2.87, -4.41], [6.10, -2.61, -3.04], [4.95, -2.06, -2.51], [2.94, -1.91, -5.22], [4.98, -2.86, -6.24], [6.98, -3.30, -4.87], [6.96, -2.83, -2.42]], "mulliken_charge": [2.4157, -0.3067, 0.6495, -0.6062, -0.1600, -0.0270, 0.5362, -1.0606, 0.1455, 0.1250, -0.3654, -1.1511, -0.8578, -0.0665, 0.4269, 0.6575, 0.4181, 0.4222, -0.7803, 0.7389, -0.0934, 0.1763, -0.5906, 0.1963, -0.5340, -0.0626, -1.1311, 0.2488, -0.2666, 0.4162, -0.6232, -0.5650, -0.6521, -0.0982, -0.1724, -0.3507, -0.5774, -0.5039, -0.7374, 0.3569, -1.1515, 1.3943, -0.2067, -0.5941, -0.8441, -1.0063, -0.5642, 1.4463, -0.9001, -0.7379, -0.6780, -0.9438, -0.4370, 0.4369, 0.4410, 0.1684, 0.5528, 0.2512, 0.3998, 0.3871, 0.4313, 0.3589, 0.3824, 0.3798, 0.3873, 0.4515, 0.2405, -0.1520, 0.4725, 0.3998, 0.4837, 0.4088, 0.4685, 0.4593, 0.4131, 0.4991, 0.5223, -0.6893, 1.1101, -0.6742, 0.0385, 0.9103, -0.5910, 0.2142, -0.7318, -0.6392, -0.4841, -0.6759, -0.0318, 0.3855, 0.4266, 0.3807, 0.4406]}

***

(2)
{"formula": "C44H119N9O15", "method": "the ωB97M-V functional and the def2-TZVPD basis", "smiles": "COC[C@H](C)N.COC[C@H](C)N.COC[C@H](C)N.COC[C@H](C)N.COC[C@H](C)N.COCCNCCOC.COCCNCCOC.COCCNCCOC.COCCNCCOC.O.O", "lumo_ev": 0.507, "relative_energy_ev": 1.0196, "symbols": ["C", "C", "C", "O", "C", "N", "H", "H", "H", "H", "H", "H", "H", "H", "H", "H", "H", "C", "C", "C", "O", "C", "N", "H", "H", "H", "H", "H", "H", "H", "H", "H", "H", "H", "C", "C", "C", "O", "C", "N", "H", "H", "H", "H", "H", "H", "H", "H", "H", "H", "H", "C", "C", "C", "O", "C", "N", "H", "H", "H", "H", "H", "H", "H", "H", "H", "H", "H", "C", "C", "C", "O", "C", "N", "H", "H", "H", "H", "H", "H", "H", "H", "H", "H", "H", "C", "O", "C", "C", "N", "C", "C", "O", "C", "H", "H", "H", "H", "H", "H", "H", "H", "H", "H", "H", "H", "H", "H", "H", "C", "O", "C", "C", "N", "C", "C", "O", "C", "H", "H", "H", "H", "H", "H", "H", "H", "H", "H", "H", "H", "H", "H", "H", "C", "O", "C", "C", "N", "C", "C", "O", "C", "H", "H", "H", "H", "H", "H", "H", "H", "H", "H", "H", "H", "H", "H", "H", "C", "O", "C", "C", "N", "C", "C", "O", "C", "H", "H", "H", "H", "H", "H", "H", "H", "H", "H", "H", "H", "H", "H", "H", "O", "H", "H", "O", "H", "H"], "coordinates": [[4.38, -2.36, -3.06], [4.53, -2.37, -1.56], [5.21, -1.02, -1.17], [5.45, -0.93, 0.22], [6.18, 0.27, 0.49], [3.22, -2.41, -0.85], [5.29, -2.80, -3.45], [4.33, -1.31, -3.42], [3.61, -2.98, -3.43], [5.18, -3.21, -1.22], [4.55, -0.20, -1.54], [6.17, -0.89, -1.67], [7.15, 0.29, 0.00], [6.37, 0.11, 1.57], [5.61, 1.18, 0.30], [3.41, -2.40, 0.16], [2.71, -1.58, -1.11], [-3.90, -6.73, -5.88], [-3.38, -6.28, -4.47], [-3.71, -4.79, -4.40], [-3.24, -4.21, -3.18], [-3.67, -2.86, -3.03], [-3.95, -6.92, -3.31], [-4.90, -6.32, -6.12], [-4.05, -7.81, -5.93], [-3.26, -6.39, -6.66], [-2.26, -6.32, -4.41], [-4.79, -4.58, -4.52], [-3.28, -4.26, -5.28], [-3.66, -2.60, -1.96], [-4.70, -2.72, -3.36], [-3.09, -2.06, -3.53], [-4.83, -6.47, -3.08], [-3.28, -6.80, -2.55], [2.94, 0.51, 2.67], [2.85, 0.83, 4.20], [2.23, 2.23, 4.54], [2.96, 3.20, 3.86], [2.64, 4.53, 4.28], [2.18, -0.24, 4.97], [3.52, 1.30, 2.19], [1.90, 0.50, 2.23], [3.48, -0.41, 2.41], [3.90, 0.95, 4.52], [2.27, 2.37, 5.63], [1.11, 2.26, 4.26], [3.14, 4.76, 5.23], [1.56, 4.68, 4.23], [3.07, 5.12, 3.43], [2.44, -0.28, 5.96], [2.54, -1.12, 4.67], [-2.38, 1.25, 3.60], [-1.41, 0.40, 4.36], [-1.79, 0.36, 5.84], [-1.86, 1.68, 6.36], [-2.16, 1.72, 7.77], [-1.53, -1.01, 3.93], [-2.48, 0.85, 2.59], [-2.24, 2.33, 3.58], [-3.34, 1.13, 4.06], [-0.39, 0.75, 4.24], [-1.05, -0.27, 6.36], [-2.82, -0.09, 5.91], [-1.36, 1.27, 8.31], [-3.11, 1.12, 7.92], [-2.33, 2.73, 8.14], [-0.70, -1.49, 4.12], [-1.76, -1.16, 2.93], [0.40, 1.60, 0.02], [0.60, 0.23, -0.48], [-0.72, -0.48, -0.59], [-1.45, -0.61, 0.60], [-2.87, -0.82, 0.32], [1.25, 0.25, -1.83], [0.10, 1.64, 1.04], [-0.40, 2.12, -0.52], [1.26, 2.22, -0.20], [1.17, -0.35, 0.27], [-0.50, -1.47, -1.03], [-1.33, 0.08, -1.34], [-3.19, -0.06, -0.42], [-3.43, -0.64, 1.25], [-3.09, -1.82, -0.08], [0.68, -0.22, -2.50], [1.37, 1.24, -2.09], [-2.88, 1.07, -7.76], [-1.71, 0.71, -7.07], [-2.16, 0.39, -5.66], [-0.97, -0.26, -4.97], [-0.89, -1.66, -5.29], [0.25, -2.31, -4.75], [0.23, -3.78, -5.14], [0.46, -3.86, -6.56], [-0.02, -5.15, -6.93], [-2.63, 1.47, -8.72], [-3.39, 1.83, -7.16], [-3.64, 0.29, -7.93], [-2.98, -0.33, -5.76], [-2.53, 1.34, -5.20], [-1.08, -0.22, -3.85], [-0.02, 0.24, -5.25], [-1.09, -1.80, -6.29], [0.24, -2.27, -3.65], [1.21, -1.80, -5.11], [-0.76, -4.29, -4.87], [1.01, -4.38, -4.68], [-1.06, -5.25, -6.54], [0.66, -5.94, -6.48], [-0.05, -5.32, -8.02], [-2.91, -4.90, 0.81], [-2.30, -4.89, 2.08], [-1.10, -5.63, 2.23], [0.17, -4.88, 1.82], [0.39, -3.71, 2.65], [1.49, -2.84, 2.30], [2.79, -3.56, 2.61], [3.90, -2.70, 2.45], [5.18, -3.34, 2.30], [-2.90, -5.90, 0.39], [-2.53, -4.10, 0.12], [-3.98, -4.63, 0.95], [-1.16, -6.62, 1.68], [-1.05, -6.00, 3.28], [0.27, -4.75, 0.70], [0.93, -5.61, 2.09], [-0.46, -3.18, 2.62], [1.43, -1.97, 2.96], [1.48, -2.44, 1.26], [2.87, -4.24, 1.81], [2.66, -4.03, 3.61], [5.89, -2.54, 2.11], [5.16, -4.08, 1.39], [5.47, -3.91, 3.19], [0.36, 5.69, 6.46], [-0.50, 6.18, 5.45], [-1.59, 5.25, 5.37], [-2.63, 5.91, 4.54], [-2.34, 6.16, 3.16], [-2.21, 4.94, 2.37], [-1.72, 5.25, 0.97], [-0.34, 5.52, 1.03], [0.22, 5.64, -0.24], [1.28, 6.28, 6.41], [0.61, 4.61, 6.38], [-0.17, 5.93, 7.42], [-1.93, 5.03, 6.42], [-1.18, 4.31, 4.93], [-2.80, 6.90, 4.98], [-3.56, 5.31, 4.56], [-1.44, 6.61, 3.09], [-3.18, 4.43, 2.21], [-1.50, 4.26, 2.81], [-2.26, 6.15, 0.56], [-1.97, 4.41, 0.30], [1.33, 5.75, -0.13], [-0.24, 6.52, -0.75], [0.08, 4.70, -0.84], [3.63, 4.38, 0.69], [3.31, 4.42, -0.68], [3.74, 3.30, -1.43], [3.36, 3.47, -2.86], [1.89, 3.49, -2.86], [1.22, 3.31, -4.12], [-0.23, 3.57, -3.99], [-0.49, 4.92, -3.61], [-1.86, 5.17, -3.27], [3.31, 3.43, 1.14], [3.08, 5.18, 1.20], [4.70, 4.56, 0.80], [3.21, 2.45, -1.03], [4.82, 3.22, -1.28], [3.84, 2.69, -3.43], [3.67, 4.44, -3.22], [1.69, 4.43, -2.51], [1.38, 2.27, -4.52], [1.79, 3.95, -4.84], [-0.62, 2.90, -3.19], [-0.77, 3.16, -4.86], [-2.62, 4.80, -4.00], [-2.05, 6.24, -3.31], [-2.17, 4.69, -2.29], [-4.19, -3.49, 3.65], [-3.98, -2.64, 4.07], [-3.42, -4.05, 3.53], [-5.71, -2.86, 1.33], [-6.54, -3.25, 1.10], [-5.43, -3.13, 2.24]], "mulliken_charge": [-1.5590, 0.3336, -0.5702, 0.0595, -0.7818, -0.3620, 0.4878, 0.2913, 0.3167, 0.4637, -0.0515, 0.4543, 0.4124, 0.2263, 0.1331, -0.0488, 0.1587, -1.4260, 0.4018, -0.9834, -0.1418, 0.0451, -0.7112, 0.3178, 0.3861, 0.3212, 0.2729, 0.6166, 0.2900, -0.1780, 0.3836, -0.1603, 0.3049, 0.3121, 0.1891, -0.1091, -0.2751, -0.2972, -0.5566, -0.3235, 0.2421, -0.5066, -0.1288, 0.5101, 0.4590, -0.2032, 0.2816, 0.1819, 0.1806, 0.3033, 0.1207, -1.3482, 2.4240, -1.1636, -0.0579, -0.8911, -0.2445, 0.0832, 0.0101, 0.5402, -1.2299, 0.3637, 0.3665, 0.3719, 0.2953, 0.2016, 0.2907, -0.1935, -1.4448, 4.5728, -1.6961, 0.8470, -0.3933, -0.4973, 0.6198, 0.4585, -0.5647, -1.8700, 0.2048, -0.0317, 0.5265, 0.3788, -0.7081, -0.1954, -0.1839, -0.7718, -0.3728, -1.0224, 0.2497, 0.0459, -0.2364, -0.1739, -0.3690, -0.3595, 0.2974, 0.3049, 0.2801, 0.5044, 0.5633, -0.6127, 0.4594, 0.3297, -0.0698, 0.2998, -0.3096, 0.5282, -0.0021, 0.2439, 0.3083, -0.5193, -0.2129, -0.8970, -0.5186, -0.2305, 1.9544, -1.4575, -0.1797, -0.7328, 0.4019, 0.0726, 0.1625, 0.4203, 0.3368, 0.2000, 0.4437, 0.1690, -1.0617, -0.2856, 0.6393, 0.3878, 0.1174, 0.2424, 0.3562, -0.7797, -0.4057, 0.5274, -1.1990, -0.4360, 0.0851, -0.5284, -0.3217, -0.1546, 0.2629, 0.2763, 0.3714, 0.3138, -0.1726, 0.4168, 0.3823, 0.3711, 0.3756, -0.2777, 0.3621, 0.1866, -0.0282, 0.3891, -0.1449, -0.6674, -0.3498, 0.4407, -1.3191, 0.0840, -0.9956, -0.0714, -0.4261, -0.6264, 0.2928, 0.1439, 0.3825, -0.3630, 0.4459, 0.4823, 0.4920, 0.2031, 0.3393, 0.5408, -0.0574, 0.5659, 0.3232, 0.3141, 0.1244, -0.7305, 0.3068, 0.3551, -0.5893, 0.2586, 0.3794]}

***

What is the formula in the first record? C46H32AsClIN5O3PPtS2